(1)
Formula: C4H10N2S
Source: the Open Molecules 2025 dataset
Level of theory: ωB97M-V with the def2-TZVPD basis set

SMILES string: C[C@H]1CN(C)NS1
HOMO level in eV: -8.6
HOMO-LUMO gap in eV: 9.520
Molar mass in g/mol: 118.2
Total charge: 0
Electronic energy in eV: -18122.998
Maximum force in eV/A: 2.9

Positions of all 17 atoms, in Å:
C (1.30, -1.14, 0.64)
C (1.15, -0.13, -0.49)
C (-0.44, -0.21, -1.09)
N (-1.18, 0.87, -0.43)
C (-1.47, 0.30, 0.92)
N (-0.40, 2.03, -0.38)
S (1.30, 1.62, 0.13)
H (0.80, -0.81, 1.62)
H (2.35, -1.33, 0.82)
H (0.88, -2.04, 0.35)
H (2.03, -0.48, -1.13)
H (-0.51, -0.07, -2.16)
H (-0.91, -1.20, -0.89)
H (-1.94, -0.71, 0.71)
H (-0.53, 0.04, 1.43)
H (-2.10, 1.00, 1.38)
H (-0.33, 2.26, -1.43)

Computed Mulliken charges, given in elementary charges:
1 C -1.3229
2 C 0.1381
3 C -0.8480
4 N -0.0243
5 C -0.6331
6 N -0.4869
7 S -0.0431
8 H 0.3694
9 H 0.3815
10 H 0.3647
11 H 0.3712
12 H 0.2647
13 H 0.3893
14 H 0.2815
15 H 0.1367
16 H 0.3457
17 H 0.3154


(2)
Formula: C4H7N3O2
Source: the Open Molecules 2025 dataset
Level of theory: ωB97M-V with the def2-TZVPD basis set

SMILES string: N/N=C\C(N)=C/C(=O)O
HOMO level in eV: -9.0
HOMO-LUMO gap in eV: 9.401
Molar mass in g/mol: 129.1
Total charge: 0
Electronic energy in eV: -12821.287
Maximum force in eV/A: 5.6

Positions of all 16 atoms, in Å:
N (2.34, -0.81, -0.57)
N (1.36, -1.04, 0.33)
C (0.38, -0.51, 0.98)
C (-0.13, 0.82, 0.21)
N (0.94, 1.71, 0.18)
C (-1.39, 0.91, -0.35)
C (-2.42, -0.25, -0.15)
O (-3.58, -0.02, 0.04)
O (-1.94, -1.52, 0.04)
H (2.32, -0.30, -1.47)
H (2.56, -1.96, -0.96)
H (-0.06, -1.03, 1.99)
H (1.82, 1.17, 0.81)
H (0.60, 2.69, 0.43)
H (-1.81, 1.77, -1.23)
H (-0.98, -1.63, -0.30)

Computed Mulliken charges, given in elementary charges:
1 N -0.4992
2 N -0.0819
3 C -0.6422
4 C 0.8270
5 N -0.6105
6 C -0.5294
7 C 0.5138
8 O -0.5049
9 O -0.4957
10 H 0.2525
11 H 0.2992
12 H 0.2585
13 H 0.3522
14 H 0.2868
15 H 0.1758
16 H 0.3981


(3)
Formula: C6H12AlO10S
Source: the Open Molecules 2025 dataset
Level of theory: ωB97M-V with the def2-TZVPD basis set

HOMO level in eV: -10.4
HOMO-LUMO gap in eV: 4.298
Molar mass in g/mol: 303.2
Total charge: +1
Electronic energy in eV: -44310.130
Maximum force in eV/A: 15.4

Positions of all 30 atoms, in Å:
Al (0.15, 0.16, -0.24)
S (-2.23, 1.30, -0.23)
O (-1.38, 0.96, 0.87)
O (-2.57, 2.72, -0.25)
O (-1.47, 0.81, -1.37)
O (-3.57, 0.75, -0.20)
C (2.75, -1.57, -3.23)
O (1.49, -1.33, -3.74)
C (0.47, -0.64, -3.09)
O (0.55, -0.15, -1.96)
O (-0.51, -0.41, -3.93)
C (-1.60, 0.41, -3.61)
H (3.38, -0.70, -3.41)
H (3.27, -2.43, -3.67)
H (2.72, -1.80, -2.17)
H (-2.10, 0.17, -2.67)
H (-2.37, 0.39, -4.38)
H (-1.28, 1.45, -3.50)
C (-0.49, 1.71, 4.38)
O (-0.52, 1.25, 2.98)
C (0.06, 0.11, 2.45)
O (0.01, -0.16, 1.22)
O (0.63, -0.63, 3.38)
C (1.38, -1.82, 3.12)
H (0.51, 2.11, 4.57)
H (-0.85, 1.05, 5.17)
H (-1.11, 2.60, 4.42)
H (0.70, -2.58, 2.73)
H (1.90, -2.10, 4.04)
H (2.09, -1.64, 2.31)

Computed Mulliken charges, given in elementary charges:
1 Al 0.2828
2 S 0.9526
3 O -0.4752
4 O -0.7360
5 O -0.4598
6 O -0.7148
7 C -0.5843
8 O -0.3096
9 C 0.9016
10 O -0.2784
11 O -0.2137
12 C -0.5222
13 H 0.3042
14 H 0.2575
15 H 0.2326
16 H 0.3124
17 H 0.3030
18 H 0.3107
19 C -0.6608
20 O -0.1582
21 C 1.0293
22 O 0.3121
23 O -0.2858
24 C -0.6033
25 H 0.3060
26 H 0.3213
27 H 0.3215
28 H 0.3134
29 H 0.2527
30 H 0.2883